No. 1
A 3-piece molecular cluster, C14H29FNO4S2 overall, computed with wB97M-V/def2-TZVPD.

```
51
Properties=species:S:1:pos:R:3:mulliken_charge:R:1
H -2.1936 -3.1323 0.2151 0.3814
H 3.0199 1.5390 5.5691 0.3969
H -1.4195 -1.5876 0.5659 0.2972
F -3.6160 1.0040 3.2756 -0.3690
H -2.2965 2.3836 2.5959 0.3129
C 1.4421 3.0529 3.5457 -1.4132
H -2.6710 2.4269 4.3426 0.2231
S 1.3874 -2.9715 0.5681 1.0831
C -1.8494 0.8727 -5.2699 -0.8170
C 0.5620 -0.2739 -5.0724 -0.6883
H -0.5475 -3.6028 -1.5703 0.2930
H 1.0185 -0.3437 3.4339 0.1259
C -0.5680 -2.5950 -1.1461 -0.3237
C -1.2361 -2.6124 0.2363 -0.7163
H 2.0866 3.7121 4.1426 0.4086
O 1.9969 -4.2259 0.1768 -0.7339
O 2.0643 -2.0617 1.4449 -0.5729
O -0.9377 0.1058 -2.9353 -0.6252
H -0.3135 -2.8760 2.2135 0.3710
H 1.4954 0.4459 1.9115 0.1444
N -0.3367 1.0316 2.5558 -0.6927
C 1.9224 1.6116 3.6712 0.5255
H 1.8993 0.1844 5.3267 0.3559
H 1.2660 0.0464 -4.3066 0.3614
C 0.8529 -2.1028 -0.9039 -0.6929
O -1.6422 -1.6768 -4.5491 -0.7131
H -0.3945 -4.3723 1.2407 0.3854
H -0.3391 2.3764 -4.9559 0.2998
C -1.1935 0.9396 3.6921 0.0752
C 0.9906 0.6191 2.8685 -0.4527
H 0.8669 -1.0381 -0.6680 0.3664
H -1.0820 -1.9379 -1.8426 0.0787
H -1.5628 -0.0990 3.9072 0.2282
S -1.0522 -0.3909 -4.2796 1.2762
H 1.4780 3.4071 2.5156 0.3747
H 1.3541 1.2768 -6.3728 0.3276
H -2.3612 0.3702 -6.0907 0.3415
H -0.7179 1.2811 4.6400 -0.0614
C -0.6961 1.7378 -5.7662 -0.5441
C 0.4113 0.7629 -6.1914 -0.6348
H 0.4217 3.1566 3.9105 0.2167
H -2.5658 1.3979 -4.6430 0.3946
H 2.9307 1.5613 3.2432 0.4054
C -0.2653 -3.2914 1.2094 -0.7214
H 0.8333 -1.2616 -5.4362 0.3896
C 2.0438 1.2538 5.1623 -1.5561
H 1.2953 1.7962 5.7458 0.3221
H 0.1229 0.2661 -7.1200 0.2911
H 1.5521 -2.3256 -1.7079 0.4665
H -1.0084 2.3808 -6.5880 0.3436
C -2.4481 1.7786 3.4897 -0.5346
```

Results
Orbital gap (hartree): 0.12947
Charge: -1

No. 2
A 2-piece molecular cluster, C10H17N2S overall at a distorted geometry, computed with wB97M-V/def2-TZVPD.

```
30
Properties=species:S:1:pos:R:3:mulliken_charge:R:1
H -2.7070 1.7541 1.8430 0.2675
H -0.6762 0.8910 2.6991 0.2378
C 1.8510 -3.3588 -0.5439 -1.1761
H 0.5668 0.2066 -1.7575 0.2964
N -0.9175 0.5801 -0.3458 0.3777
H 1.8844 -3.0467 1.5919 0.3172
C -1.1012 0.2746 1.9056 -0.4565
H 1.3497 -4.3176 -0.4606 0.3596
H 0.4661 -2.3178 0.7741 0.1529
H 0.7970 2.2648 1.2094 0.2445
C -2.3327 0.8671 -0.1067 -0.5799
H 1.5055 -2.8576 -1.4461 0.3073
S 2.8562 1.3106 0.3777 -0.1333
C -0.4199 0.6663 -1.6893 -0.9277
H 2.9204 -3.5292 -0.6249 0.3323
C 1.5653 2.5330 0.4999 0.1243
H -3.2715 0.0928 1.7079 0.3125
H -1.1478 -0.7418 2.3074 0.2600
H -2.9436 0.1323 -0.6394 0.3604
H -2.5718 1.8590 -0.5013 0.3511
C 2.0039 -0.1203 0.5695 0.7916
C -0.2430 0.2808 0.6985 -0.5101
C 1.5458 -2.5201 0.6947 -0.0897
H -0.3494 1.7126 -1.9979 0.3435
C -2.4782 0.7787 1.4167 -0.5838
H 2.3827 3.8958 -0.8741 0.2501
H 0.8102 4.3886 -0.0750 0.2855
H -1.1084 0.1559 -2.3665 0.3573
N 2.2365 -1.2941 0.6383 -0.2740
C 1.5882 3.6554 -0.1910 -0.5984
```

Results
Orbital gap (hartree): 0.34673
Charge: +1
Energy above the lowest of the compared OMol25 structures with the same formula, charge and spin (eV): 1.315

No. 3
A 2-piece molecular cluster, C2H9NS overall, computed with wB97M-V/def2-TZVPD.

```
13
Properties=species:S:1:pos:R:3:mulliken_charge:R:1
H 2.5956 -0.5519 2.0486 0.2867
C 3.2969 1.3101 2.9050 -0.4494
C 2.2088 0.2714 2.6724 -0.8924
N -0.8993 4.3292 0.9009 -0.6621
H 1.3459 0.7270 2.1582 0.2811
H 1.7778 3.1214 3.1958 0.1096
H 1.8650 -0.1469 3.6334 0.2802
H -0.8682 3.8603 -0.0100 0.2254
H -1.8075 4.1055 1.3202 0.2214
H 3.6665 1.7258 1.9478 0.2980
H 4.1603 0.8610 3.4325 0.2948
H -0.8961 5.3376 0.7173 0.2273
S 2.7780 2.6780 3.9867 -0.2206
```

Results
Orbital gap (hartree): 0.35894
SMILES: CCS.N
Energy above the lowest of the compared OMol25 structures with the same formula, charge and spin (eV): 0.000

| no. | total energy (eV) |
| --- | --- |
| 1 | -49054.614 |
| 2 | -24451.794 |
| 3 | -14545.293 |